Below is a cluster of 4 separate species, C17H43FNO4S in total, with properties calculated with ωB97M-V/def2-TZVPD.

Properties
Charge: +1
HOMO-LUMO gap in eV: 8.1
Multiplicity: 1
Calculated total energy in eV: -41550.6773
Strongest force on any atom in eV/Å: 0.63

CARTESIAN COORDINATES (ANGSTROEM)
1 C -0.991761 -4.388278 1.037946
2 N -0.580319 -2.985799 0.908093
3 C -0.478615 -2.228840 2.099539
4 S 1.204601 -2.354211 2.810237
5 O 1.509453 -3.930910 2.756658
6 C 0.898248 -2.108162 4.562932
7 C 1.898393 -2.894142 5.408252
8 C 1.870176 -2.454140 6.852851
9 F 3.161191 -2.647401 4.866832
10 H -1.721021 -4.532774 1.843785
11 H -0.139628 -5.038363 1.221760
12 H -1.442661 -4.697080 0.096215
13 H -1.172928 -2.510039 0.236574
14 H -0.508180 -1.156657 1.865016
15 H -1.226552 -2.420179 2.881278
16 H 2.315092 -4.073151 2.230516
17 H -0.130132 -2.381933 4.803210
18 H 1.027856 -1.032899 4.721130
19 H 1.703159 -3.962617 5.310637
20 H 2.553793 -3.076002 7.430316
21 H 0.869738 -2.542476 7.277893
22 H 2.212960 -1.420755 6.928766
23 C -0.889428 4.393388 2.107736
24 C -0.195156 3.063020 2.328258
25 O -1.087007 1.960282 2.474454
26 C -1.935048 1.713113 1.364299
27 C -1.173634 1.357826 0.100489
28 H -1.630127 4.572666 2.887877
29 H -0.154734 5.198043 2.133268
30 H -1.389227 4.441540 1.139890
31 H 0.367707 3.087001 3.261618
32 H 0.522002 2.871960 1.522299
33 H -2.611241 2.554245 1.185232
34 H -2.558039 0.871338 1.674357
35 H -0.602906 2.198165 -0.297110
36 H -1.857424 1.023113 -0.680595
37 H -0.463451 0.553725 0.317655
38 C 0.537790 -1.823730 -3.234199
39 C -0.169398 -2.918568 -2.454806
40 O -1.557561 -2.705564 -2.250857
41 C -2.352892 -2.622548 -3.429306
42 C -2.324839 -3.880102 -4.277361
43 H 0.320600 -0.844222 -2.803800
44 H 1.615495 -1.986747 -3.204481
45 H 0.237722 -1.805755 -4.282378
46 H 0.238073 -2.964933 -1.445034
47 H 0.016857 -3.894376 -2.916890
48 H -2.058287 -1.751224 -4.023230
49 H -3.364567 -2.437175 -3.069532
50 H -1.346749 -4.052540 -4.727829
51 H -3.047679 -3.791222 -5.088245
52 H -2.583835 -4.753605 -3.677514
53 C 1.727047 6.287723 -3.407577
54 C 1.936805 5.174972 -2.396386
55 O 0.761819 4.433693 -2.101458
56 C 0.172043 3.755950 -3.196872
57 C 1.066481 2.700707 -3.826432
58 H 0.905860 6.935100 -3.097931
59 H 2.632781 6.889439 -3.486482
60 H 1.501116 5.902994 -4.402796
61 H 2.245444 5.596768 -1.439775
62 H 2.740049 4.506100 -2.725795
63 H -0.175711 4.462285 -3.958149
64 H -0.716886 3.280258 -2.779118
65 H 1.924387 3.139514 -4.336774
66 H 0.502018 2.129792 -4.564876
67 H 1.440863 2.014405 -3.064280

Cartesian forces (eV/Å) of the 2 atoms listed first:
C 0.0 0.0 0.0
N -0.1 0.0 0.1